C2H4N2S2 in the gas phase. Source: the Open Molecules 2025 dataset; level of theory: the ωB97M-V functional and the def2-TZVPD basis.

LUMO energy   -0.86 eV
Largest force on an atom   4.38 eV/A
Relative energy (zero: lowest compared OMol25 entry of this formula, charge and spin)   468.9 kJ/mol
SMILES   N/N=C\C(=S)S
Electronic energy   -26785.155 eV
Highest occupied orbital energy   -8.947 eV

Last column: natural (NBO) charge in e.
CARTESIAN COORDINATES (ANGSTROEM)
1 H -0.23513 1.10623 1.26206  0.18
2 H -2.32493 0.24745 -1.13182  0.38
3 S 2.88611 -0.23899 -0.34801  0.17
4 H -0.70406 1.01062 -1.13160  0.38
5 N -0.98454 -0.99865 -0.00887  -0.16
6 S 0.70580 1.65982 0.14932  -0.03
7 H 0.40612 -1.85410 1.34530  0.23
8 C 0.24306 -1.01096 0.45838  -0.14
9 N -1.36619 0.17419 -0.64653  -0.70
10 C 1.37376 -0.09561 0.05177  -0.33

Atomic forces in eV per Å
H 1.666 1.728 -2.393
H 2.004 -1.355 1.378
S 1.073 -0.990 -0.365
H -1.755 -3.534 1.891
N 1.101 3.042 -0.118
S -0.150 -1.569 3.260
H -0.020 2.055 -2.894
C 0.125 -2.776 1.535
N -1.348 1.536 -3.189
C -2.697 1.864 0.896

***

C27H25Cl2N7O2RuS as an isolated structure. Source: the Open Molecules 2025 dataset; level of theory: the ωB97M-V functional and the def2-TZVPD basis.

LUMO energy (alpha / beta)   -6.00 / -8.12 eV
Largest force on an atom   1.64 eV/A
Net charge   +2
Relative energy (zero: lowest compared OMol25 entry of this formula, charge and spin)   44.8 kJ/mol
⟨S²⟩   6.03
2S+1   5
Electronic energy   -81379.786 eV
Highest occupied orbital energy (alpha / beta)   -13.440 / -13.595 eV

Last column: natural (NBO) charge in e.
CARTESIAN COORDINATES (ANGSTROEM)
1 Cl -2.50551 -6.07758 -1.63201  0.14
2 C -1.67813 -3.58340 -1.31668  -0.26
3 H -1.59625 0.80933 -4.43898  0.27
4 H 0.73112 2.93819 -0.70087  0.21
5 C 0.01948 3.24168 -2.71083  -0.21
6 H 1.72282 -2.33844 -1.13125  0.21
7 C 1.11136 -0.33234 3.00052  0.10
8 C 1.41338 1.87545 2.38702  0.08
9 H 2.60893 1.35076 5.49415  0.26
10 H 3.30428 -2.19102 -5.10936  0.24
11 C 0.57370 -1.69798 2.64218  0.65
12 C 2.00844 2.16410 3.60046  -0.22
13 H 2.89712 -0.36841 0.35466  0.40
14 C -0.64266 2.64385 -3.77243  -0.11
15 H -0.29202 -4.29446 2.28863  0.29
16 Ru 0.04103 -0.08064 0.23652  1.31
17 H -5.61337 1.68712 -0.78358  0.21
18 H 1.26302 2.64130 1.63807  0.21
19 H 2.10471 -3.41056 -3.32203  0.23
20 C 1.68763 -0.12181 4.22987  -0.18
21 C -0.66849 -4.08751 1.30092  -0.29
22 C 3.13407 -1.72050 -4.15049  -0.21
23 C -0.82554 0.66885 -2.47134  0.12
24 C 2.23861 -1.79740 -1.91741  -0.29
25 H -6.17448 1.43379 0.89321  0.22
26 O -1.85699 -1.36039 -3.14674  -0.50
27 H 3.78017 1.16439 -2.48716  0.22
28 H -2.06567 -3.40610 -2.30616  0.28
29 C 3.60107 -0.43740 -3.91132  -0.17
30 S -1.76453 1.55323 1.46826  -0.33
31 C -1.07710 -2.55535 -0.59129  0.18
32 O 0.61949 -2.61891 3.40676  -0.49
33 H -0.81853 3.19322 -4.68805  0.25
34 N 0.03826 -1.72599 1.34745  -0.58
35 C -1.26769 -5.08574 0.57172  -0.01
36 C 2.71195 -0.51485 -1.68456  0.20
37 C -3.06915 4.32392 1.14298  -0.41
38 C -1.26867 -0.76374 -2.29017  0.65
39 Cl -1.40234 -6.62992 1.24375  0.15
40 C 2.46003 -2.40298 -3.14701  -0.17
41 N -0.90979 -1.26335 -1.03149  -0.55
42 H -5.93113 0.06263 -0.19566  0.25
43 C -3.35055 1.87629 0.87367  0.37
44 N 2.44355 0.12535 -0.40910  -0.87
45 C -5.54902 1.03745 0.09096  -0.44
46 N -4.16493 0.87776 0.52190  -0.56
47 C -1.77631 -4.83130 -0.75272  -0.03
48 C 2.14924 1.15136 4.53498  -0.10
49 H -3.75193 5.16387 1.05353  0.23
50 H -3.81734 -0.04544 0.71762  0.42
51 H 2.81658 1.06871 -0.41004  0.39
52 C 3.39869 0.16536 -2.67468  -0.28
53 C -1.07648 1.33186 -3.64799  -0.18
54 C -0.55316 -2.81453 0.74467  0.27
55 H 1.75860 -0.95041 4.92103  0.27
56 N 0.98119 0.64715 2.08286  -0.48
57 N -0.18115 1.24573 -1.44086  -0.46
58 C 0.22978 2.51099 -1.55872  0.07
59 H -2.70960 4.26049 2.16660  0.23
60 H -4.77430 3.23909 0.51207  0.42
61 N -3.80890 3.11815 0.77253  -0.56
62 H -2.22483 4.47743 0.47404  0.21
63 H 2.34616 3.17054 3.80532  0.26
64 H 4.13927 0.09730 -4.68314  0.24
65 H 0.37220 4.26189 -2.76866  0.25

Atomic forces in eV per Å
Cl -0.131 -0.247 -0.147
C -0.033 -0.067 0.029
H 0.000 0.017 -0.016
H 0.000 0.031 0.014
C 0.006 0.047 -0.061
H 0.005 0.003 0.008
C -0.145 -0.032 -0.256
C -0.075 -0.110 -0.189
H -0.008 -0.004 -0.017
H -0.007 0.007 0.016
C -0.015 0.278 -0.202
C -0.002 0.022 0.047
H 0.117 -0.043 -0.082
C -0.014 0.028 -0.061
H 0.008 0.003 -0.001
Ru 0.178 1.538 0.543
H 0.023 0.003 0.007
H -0.001 0.013 -0.008
H 0.008 0.019 0.022
C 0.059 0.023 0.159
C -0.010 0.039 -0.020
C 0.008 0.015 0.005
C 0.079 -0.187 0.249
C 0.025 -0.165 -0.002
H -0.004 0.004 0.002
O -0.112 -0.139 -0.105
H 0.011 -0.042 -0.012
H 0.005 0.000 0.000
C 0.018 0.070 0.023
S -0.166 0.061 0.009
C 0.195 0.035 0.457
O -0.009 -0.172 0.074
H 0.004 -0.006 0.016
N -0.155 0.122 -0.437
C -0.227 0.203 -0.633
C -0.046 0.165 0.199
C -0.092 -0.100 -0.072
C 0.196 0.131 0.206
Cl -0.030 -0.274 0.105
C -0.035 0.012 0.055
N 0.227 -0.130 0.319
H -0.015 0.001 0.027
C -0.079 -0.117 -0.115
N 0.055 -0.474 -0.228
C 0.089 -0.027 0.004
N 0.108 -0.037 -0.014
C 0.275 0.002 0.611
C 0.042 0.004 0.076
H 0.030 0.024 0.009
H -0.033 -0.024 -0.016
H 0.005 0.021 0.020
C -0.044 0.115 -0.166
C -0.032 0.072 -0.184
C -0.167 0.120 -0.485
H 0.006 0.015 0.008
N 0.018 -0.436 0.113
N -0.211 -0.300 -0.202
C 0.008 -0.159 0.162
H -0.006 -0.022 0.032
H -0.024 0.028 -0.007
N 0.113 0.083 0.115
H 0.024 -0.010 -0.012
H -0.008 -0.023 -0.007
H -0.005 -0.012 0.019
H -0.006 -0.012 -0.008

***

A 2-piece molecular cluster, C5H13N2 overall. Source: the Open Molecules 2025 dataset; level of theory: the ωB97M-V functional and the def2-TZVPD basis.

LUMO energy   -3.58 eV
Largest force on an atom   2.13 eV/A
Net charge   +1
Relative energy (zero: lowest compared OMol25 entry of this formula, charge and spin)   275.7 kJ/mol
Electronic energy   -8367.953 eV
Highest occupied orbital energy   -11.546 eV

Last column: natural (NBO) charge in e.
CARTESIAN COORDINATES (ANGSTROEM)
1 H -1.09166 2.81356 0.02300  0.44
2 C -1.68446 0.81142 0.02020  0.10
3 H -2.77048 -0.42659 -1.30669  0.27
4 H -0.36750 -0.88342 -0.03497  0.26
5 H -1.35344 2.22818 1.51506  0.45
6 N 2.27136 -0.14718 -0.00103  -0.85
7 C 2.45496 -1.51471 0.38402  -0.02
8 H -3.81781 0.66277 -0.30977  0.24
9 N -1.68063 2.21111 0.56732  -0.68
10 H 2.17307 -2.49374 -1.48077  0.19
11 H 2.96531 0.43837 0.37330  0.38
12 H 0.09296 0.55060 1.07830  0.22
13 C -2.83292 0.55015 -0.88777  -0.67
14 C -0.60625 0.09367 0.39003  -0.32
15 H -2.84243 1.31912 -1.71780  0.24
16 C 2.34167 -2.59301 -0.41036  -0.48
17 H 2.66760 -1.69939 1.42239  0.20
18 H 2.32204 -0.04432 -1.02980  0.37
19 H 2.47517 -3.58601 -0.02164  0.22
20 H -2.62598 2.58830 0.54866  0.44

Atomic forces in eV per Å
H 0.445 0.495 -0.525
C 1.651 -0.955 0.348
H -0.019 -0.684 -0.291
H -0.241 0.263 0.384
H 0.267 0.002 0.780
N -0.569 -1.480 -1.408
C -0.119 -0.538 -0.918
H 1.256 -0.264 -0.833
N -1.014 -0.495 -0.180
H -0.025 -0.024 0.120
H 1.030 0.803 0.741
H 0.154 -0.330 -0.074
C -1.042 1.821 0.344
C -1.464 0.770 -0.688
H -0.086 -0.868 0.719
C 0.000 1.228 0.042
H 0.044 0.354 0.358
H -0.097 -0.191 0.841
H -0.041 -0.102 0.155
H -0.132 0.197 0.083

***

An isolated ion of composition C2H4O3P and charge -1. Source: the Open Molecules 2025 dataset; level of theory: the ωB97M-V functional and the def2-TZVPD basis.

LUMO energy   4.25 eV
Largest force on an atom   3.94 eV/A
Net charge   -1
Relative energy (zero: lowest compared OMol25 entry of this formula, charge and spin)   69.1 kJ/mol
SMILES   CC(=O)[P@@H](=O)[O-]
Electronic energy   -17572.518 eV
Highest occupied orbital energy   -4.530 eV

Last column: natural (NBO) charge in e.
CARTESIAN COORDINATES (ANGSTROEM)
1 H -0.72404 1.75079 0.70917  0.22
2 C 0.00313 1.27323 0.13626  -0.73
3 C -0.67315 0.01397 -0.41588  0.27
4 O 1.83523 -1.06870 -0.28529  -1.16
5 H 1.00194 1.25719 0.49708  0.24
6 H -0.15527 -2.42560 -0.55111  -0.19
7 P 0.37164 -1.38277 0.09907  1.90
8 O -1.71981 0.13223 -1.01975  -0.60
9 H 0.02080 1.88947 -0.74133  0.21
10 O 0.03953 -1.43982 1.57180  -1.16

Atomic forces in eV per Å
H -0.941 0.798 1.649
C -0.544 -0.070 -1.944
C 0.871 0.932 0.202
O -2.471 -0.714 -0.085
H 0.503 -0.583 0.735
H -0.537 -1.655 -1.059
P 3.090 1.507 1.918
O -0.027 -0.515 0.002
H 0.213 0.587 -0.783
O -0.158 -0.288 -0.636